16
Properties=species:S:1:pos:R:3:mulliken_charge:R:1 method="wB97M-V/def2-TZVPD" orbital_gap_ha=0.3252 homo_ev=-14.76 fmax_ev_per_a=4.43 mol_weight_g_mol=97.1 de_lowest_kj_mol=495.6 lumo_energy_ev=-5.9 charge=+1
H 0.58756 2.47701 2.41465 0.348
C -0.20477 2.34977 1.73919 -1.078
H 0.16118 -2.91192 0.02276 0.334
H -1.80593 -2.10588 -1.22859 0.268
C 0.07415 1.17239 0.82981 0.092
H -1.20030 2.30068 2.34455 0.318
H 1.97270 1.70730 0.20929 0.498
N 0.93841 -1.12424 -0.48291 0.501
C -0.85294 -2.10896 -1.82501 -0.973
C 1.29330 0.98026 0.27921 -0.190
N 1.60984 -0.11715 -0.47005 -0.543
C 0.16303 -2.05014 -0.71416 0.095
H -0.26534 3.14526 0.97268 0.323
H -0.86403 -2.90482 -2.44398 0.394
H -0.84824 -1.25679 -2.48886 0.330
H -0.75862 0.44725 0.84141 0.281